C35H68O29S | the ωB97M-V functional and the def2-TZVPD basis

Computed properties:
E_HOMO (eV): -10.53
Structure (SMILES): CC(=O)OCCCCC[C@H]1CCCS(=O)(=O)O1.COC(=O)OC.COC(=O)OC.COC(=O)OC.COC(=O)OC.COC(=O)OC.COC(=O)OC.COC(=O)OC.COC(=O)OC

ORCA input file:
```
! RIJCOSX wB97M-V def2-TZVPD def2/J DEFGRID3
* xyz 0 1
C -5.430 2.632 -6.621
C -4.068 2.286 -6.053
O -3.211 3.071 -6.206
O -3.883 1.152 -5.366
C -2.789 1.339 -4.440
C -2.643 0.175 -3.445
C -3.188 0.541 -2.045
C -2.051 0.766 -1.020
C -1.692 2.260 -0.836
C -0.338 2.676 -1.406
C 0.234 3.911 -0.673
C 1.038 4.688 -1.736
C 2.031 3.776 -2.519
S 2.066 2.064 -1.935
O 2.997 2.004 -0.855
O 2.396 1.202 -3.010
O 0.644 1.638 -1.318
H -5.745 3.539 -6.108
H -5.265 2.883 -7.665
H -6.164 1.839 -6.501
H -2.940 2.244 -3.852
H -1.871 1.383 -5.023
H -3.134 -0.719 -3.830
H -1.578 -0.047 -3.382
H -3.769 -0.313 -1.690
H -3.880 1.386 -2.084
H -1.216 0.135 -1.321
H -2.400 0.381 -0.061
H -2.482 2.889 -1.245
H -1.683 2.461 0.239
H -0.500 3.024 -2.435
H 0.909 3.627 0.136
H -0.558 4.555 -0.291
H 1.537 5.565 -1.327
H 0.300 5.058 -2.451
H 3.045 4.150 -2.436
H 1.720 3.735 -3.561
C 7.411 -2.349 1.893
O 6.169 -1.686 2.126
C 6.045 -0.510 1.498
O 6.876 -0.002 0.785
O 4.857 -0.004 1.796
C 4.583 1.272 1.189
H 7.385 -3.281 2.452
H 7.534 -2.576 0.835
H 8.243 -1.745 2.251
H 4.597 1.190 0.116
H 5.304 2.016 1.530
H 3.591 1.574 1.506
C 1.129 -0.629 7.607
O 1.452 -1.704 6.725
C 1.879 -1.317 5.518
O 2.003 -0.179 5.147
O 2.141 -2.412 4.801
C 2.612 -2.146 3.475
H 0.799 -1.072 8.543
H 2.006 -0.012 7.798
H 0.320 -0.025 7.198
H 3.547 -1.591 3.499
H 1.861 -1.603 2.903
H 2.789 -3.106 2.997
C -0.068 -4.360 5.349
O -0.623 -5.433 6.122
C 0.266 -6.333 6.540
O 1.450 -6.318 6.327
O -0.392 -7.263 7.244
C 0.437 -8.303 7.761
H -0.893 -3.705 5.074
H 0.646 -3.795 5.934
H 0.396 -4.742 4.441
H 1.181 -7.899 8.446
H 0.922 -8.847 6.951
H -0.210 -8.986 8.306
C -1.323 5.131 -6.881
O -0.961 6.516 -6.773
C 0.062 6.752 -5.959
O 0.676 5.926 -5.327
O 0.296 8.068 -5.953
C 1.376 8.469 -5.112
H -2.164 5.064 -7.562
H -0.497 4.551 -7.288
H -1.627 4.741 -5.916
H 2.310 8.015 -5.441
H 1.173 8.211 -4.073
H 1.462 9.549 -5.195
C -3.259 -5.138 7.144
O -4.505 -4.462 7.363
C -4.602 -3.285 6.750
O -3.759 -2.772 6.059
O -5.802 -2.767 7.034
C -6.047 -1.493 6.438
H -3.294 -6.080 7.687
H -3.120 -5.354 6.088
H -2.431 -4.548 7.526
H -6.016 -1.564 5.352
H -5.327 -0.757 6.792
H -7.044 -1.185 6.743
C 0.032 3.389 -12.299
O -0.375 2.103 -11.829
C -1.079 2.130 -10.696
O -1.377 3.116 -10.071
O -1.388 0.875 -10.366
C -2.135 0.766 -9.155
H 0.591 3.230 -13.217
H -0.835 4.011 -12.516
H 0.679 3.877 -11.572
H -3.092 1.279 -9.245
H -1.566 1.166 -8.316
H -2.320 -0.291 -8.980
C 7.349 2.351 -0.948
O 8.139 3.528 -1.179
C 7.672 4.625 -0.593
O 6.678 4.703 0.084
O 8.498 5.637 -0.886
C 8.115 6.888 -0.317
H 7.828 1.530 -1.473
H 7.313 2.114 0.108
H 6.343 2.484 -1.346
H 8.107 6.830 0.771
H 7.139 7.198 -0.688
H 8.858 7.619 -0.625
C -5.477 -11.367 5.715
O -6.361 -10.255 5.851
C -5.788 -9.068 5.629
O -4.635 -8.885 5.337
O -6.716 -8.124 5.788
C -6.240 -6.793 5.579
H -6.057 -12.263 5.919
H -5.083 -11.424 4.701
H -4.663 -11.302 6.435
H -5.880 -6.670 4.559
H -5.459 -6.548 6.293
H -7.077 -6.117 5.735
*
```

Results of the Mulliken charge analysis, in e, for atoms 1 through 99:
1 C -1.152
2 C 0.734
3 O -0.481
4 O -0.396
5 C -0.442
6 C -0.712
7 C -1.026
8 C -0.719
9 C -1.006
10 C 0.343
11 C -0.937
12 C -0.656
13 C -0.690
14 S 1.112
15 O -0.642
16 O -0.728
17 O -0.416
18 H 0.321
19 H 0.299
20 H 0.347
21 H 0.347
22 H 0.238
23 H 0.391
24 H 0.506
25 H 0.391
26 H 0.496
27 H 0.450
28 H 0.396
29 H 0.507
30 H 0.425
31 H 0.180
32 H 0.308
33 H 0.499
34 H 0.502
35 H 0.189
36 H 0.559
37 H 0.296
38 C -0.687
39 O -0.266
40 C 0.669
41 O -0.578
42 O -0.139
43 C -0.567
44 H 0.202
45 H 0.298
46 H 0.296
47 H 0.404
48 H 0.351
49 H 0.109
50 C -0.688
51 O -0.263
52 C 0.697
53 O -0.557
54 O -0.207
55 C -0.768
56 H 0.228
57 H 0.286
58 H 0.308
59 H 0.311
60 H 0.342
61 H 0.289
62 C -0.844
63 O -0.130
64 C 0.612
65 O -0.574
66 O -0.220
67 C -0.689
68 H 0.349
69 H 0.389
70 H 0.316
71 H 0.297
72 H 0.298
73 H 0.201
74 C -0.392
75 O -0.364
76 C 0.777
77 O -0.537
78 O -0.349
79 C -0.594
80 H 0.254
81 H 0.263
82 H 0.227
83 H 0.286
84 H 0.258
85 H 0.219
86 C -0.762
87 O -0.362
88 C 0.803
89 O -0.555
90 O -0.359
91 C -0.646
92 H 0.225
93 H 0.393
94 H 0.459
95 H 0.298
96 H 0.299
97 H 0.224
98 C -0.620
99 O -0.346

=====

C27H35BrMgNO4P2 | the ωB97M-V functional and the def2-TZVPD basis

Computed properties:
E_HOMO (eV): -10.34

ORCA input file:
```
! RIJCOSX wB97M-V def2-TZVPD def2/J DEFGRID3
* xyz 1 1
Mg -0.702 0.468 -0.055
C 3.173 -1.026 -0.680
C 1.978 -0.133 -0.911
O 0.913 -0.459 -0.344
C 2.087 1.031 -1.725
C 3.315 1.396 -2.326
C 3.432 2.516 -3.099
C 2.306 3.318 -3.329
C 1.098 2.995 -2.781
C 0.934 1.862 -1.940
O -0.204 1.635 -1.405
H 2.857 -1.869 -0.066
H 3.956 -0.480 -0.157
H 3.578 -1.392 -1.621
H 4.183 0.782 -2.157
H 4.381 2.789 -3.532
H 2.401 4.203 -3.940
H 0.226 3.607 -2.956
C -2.140 -3.790 -0.459
P -0.896 -2.415 -0.464
C 0.021 -2.968 -1.972
C 0.202 -2.951 0.903
C 1.017 -4.071 0.802
C 1.929 -4.380 1.796
C 2.034 -3.569 2.912
C 1.204 -2.468 3.041
C 0.274 -2.156 2.055
P -0.813 -0.699 2.171
C -2.387 -1.515 2.646
C -0.412 0.055 3.797
H -1.660 -4.762 -0.550
H -2.815 -3.646 -1.304
H -2.727 -3.767 0.456
H 0.483 -3.945 -1.847
H 0.787 -2.240 -2.231
H -0.691 -3.042 -2.796
H 0.957 -4.716 -0.062
H 2.570 -5.242 1.688
H 2.760 -3.786 3.683
H 1.292 -1.847 3.921
H -2.243 -2.092 3.560
H -2.721 -2.179 1.851
H -3.142 -0.750 2.816
H -0.641 -0.638 4.608
H -1.034 0.945 3.900
H 0.630 0.362 3.856
O -5.398 1.556 -3.845
C -4.454 1.118 -3.016
C -3.519 0.132 -3.359
C -2.562 -0.226 -2.432
N -2.491 0.290 -1.213
C -3.391 1.199 -0.892
Br -3.254 1.842 0.866
C -4.386 1.661 -1.727
H -5.357 1.119 -4.707
H -3.541 -0.328 -4.338
H -1.808 -0.962 -2.667
H -5.094 2.415 -1.421
C 1.846 3.176 2.513
C 0.958 4.225 1.847
C -0.185 3.394 1.259
O 0.223 2.023 1.292
C 1.609 1.980 1.601
H 1.512 2.971 3.530
H 2.890 3.474 2.542
H 1.503 4.725 1.047
H 0.610 4.975 2.550
H -0.394 3.686 0.227
H -1.098 3.481 1.853
H 2.204 2.100 0.687
H 1.828 1.006 2.043
*
```

Want to see where the charge sits? The Mulliken charges in e are:
1 Mg 1.260
2 C -1.976
3 C 1.194
4 O 0.149
5 C 0.322
6 C -1.257
7 C -0.894
8 C -0.547
9 C -0.746
10 C 0.323
11 O -0.526
12 H 0.116
13 H 0.470
14 H 0.479
15 H 0.447
16 H 0.422
17 H 0.451
18 H 0.532
19 C -1.443
20 P 1.023
21 C -1.455
22 C 0.608
23 C -0.860
24 C -0.955
25 C -0.814
26 C -0.840
27 C 0.109
28 P 1.740
29 C -1.146
30 C -1.594
31 H 0.413
32 H 0.440
33 H 0.355
34 H 0.534
35 H 0.171
36 H 0.533
37 H 0.284
38 H 0.421
39 H 0.429
40 H 0.377
41 H 0.411
42 H 0.128
43 H 0.445
44 H 0.555
45 H 0.367
46 H 0.384
47 O -0.529
48 C 0.880
49 C -0.925
50 C -0.475
51 N -0.230
52 C 0.375
53 Br -0.029
54 C -0.693
55 H 0.323
56 H 0.352
57 H 0.399
58 H 0.512
59 C -0.643
60 C -0.790
61 C -0.504
62 O 0.404
63 C -0.496
64 H 0.297
65 H 0.395
66 H 0.318
67 H 0.383
68 H 0.113
69 H 0.318
70 H 0.201
71 H 0.211

=====

| no. | F_max (eV/Å) | E_tot (eV) | orbital gap (eV) |
| --- | --- | --- | --- |
| 1 | 3.35 | -107609.866 | 10.97 |
| 2 | 1.36 | -132310.881 | 7.99 |